Entry from the Open Molecules 2025 dataset: an isolated molecule of C3H5FS2 at a distorted geometry (ωB97M-V/def2-TZVPD).

Geometry as XYZ:
```
11
C3H5FS2 (ωB97M-V/def2-TZVPD)
C 0.38 -0.80 0.85
C -0.75 -0.11 0.18
C -0.33 1.37 -0.42
H 0.74 -1.77 -1.13
H 0.74 -0.08 1.69
H 0.17 -1.82 1.30
H -0.09 1.09 -1.53
H -1.11 2.06 -0.44
F 0.78 1.95 0.10
S 1.66 -1.15 -0.40
S -2.19 -0.73 -0.21
```

Values from the calculation:
- calculated total energy (Eh) = -1013.49389
- charge = 0
- structure (SMILES) = FCC(=S)CS

Results of the Löwdin charge analysis, in e, for atoms 1 through 8: atom 1 (C): -0.60, atom 2 (C): -0.85, atom 3 (C): -0.23, atom 4 (H): -0.13, atom 5 (H): 0.12, atom 6 (H): 0.08, atom 7 (H): 0.13, atom 8 (H): 0.08

---

Entry from the Open Molecules 2025 dataset: an isolated molecule of C16H28N4OS (ωB97M-V/def2-TZVPD).

Geometry as XYZ:
```
50
C16H28N4OS (ωB97M-V/def2-TZVPD)
C 3.47 3.27 -1.48
N 2.81 2.06 -1.87
C 1.64 2.05 -2.56
N 1.18 0.85 -3.02
C 1.43 -0.40 -2.33
C 0.34 -0.62 -1.27
N -0.95 -0.66 -1.94
C -1.22 0.57 -2.65
H -1.25 1.45 -1.99
C -0.11 0.80 -3.68
H -0.09 -0.03 -4.39
H -0.27 1.74 -4.21
H -2.18 0.48 -3.16
C -2.05 -1.18 -1.17
C -2.70 -0.24 -0.12
N -1.79 0.24 0.89
C -1.25 -0.47 1.91
C -0.16 0.01 2.57
C 0.44 -0.65 3.71
O 1.46 -0.24 4.24
C -0.29 -1.88 4.22
C -0.96 -2.68 3.10
C -1.76 -3.84 3.70
H -2.52 -3.47 4.39
H -1.10 -4.51 4.24
H -2.26 -4.40 2.91
C 0.10 -3.23 2.15
H 0.77 -3.90 2.68
H 0.68 -2.43 1.71
H -0.37 -3.80 1.34
C -1.92 -1.74 2.34
H -2.75 -1.47 3.00
H -2.33 -2.27 1.48
H -1.05 -1.53 4.93
H 0.42 -2.50 4.77
H 0.31 0.92 2.24
H -1.29 1.09 0.65
H -3.12 0.63 -0.63
H -3.53 -0.78 0.36
H -2.84 -1.47 -1.88
H -1.69 -2.09 -0.68
H 0.42 0.20 -0.53
H 0.50 -1.56 -0.76
H 1.39 -1.20 -3.07
H 2.41 -0.42 -1.85
S 0.83 3.47 -2.86
H 3.40 1.24 -1.94
H 2.71 4.02 -1.23
H 4.09 3.07 -0.61
H 4.09 3.68 -2.28
```

Values from the calculation:
- calculated total energy (Eh) = -1318.93258
- charge = 0
- structure (SMILES) = CNC(=S)N1CCN(CCNC2=CC(=O)CC(C)(C)C2)CC1

Results of the Löwdin charge analysis, in e, for atoms 1 through 8: atom 1 (C): -0.13, atom 2 (N): -0.06, atom 3 (C): -0.81, atom 4 (N): -0.12, atom 5 (C): -0.13, atom 6 (C): -0.16, atom 7 (N): -0.17, atom 8 (C): -0.17

---

Entry from the Open Molecules 2025 dataset: an isolated molecule of C2H2O2S2 at a distorted geometry (ωB97M-V/def2-TZVPD).

Geometry as XYZ:
```
8
C2H2O2S2 (ωB97M-V/def2-TZVPD)
C 0.41 0.53 0.32
C -1.01 0.83 0.39
O 2.15 -1.61 -0.23
O 0.58 -0.75 -1.87
S -0.16 0.33 1.90
S 0.88 -1.05 -0.49
H -1.36 1.74 -0.02
H -1.51 -0.02 -0.01
```

Values from the calculation:
- calculated total energy (Eh) = -1024.10746
- charge = 0
- structure (SMILES) = O=S(=O)=C1CS1

Löwdin analysis output, partial charges in e: atom 1 (C): -0.64, atom 2 (C): -0.43, atom 3 (O): -0.34, atom 4 (O): -0.36, atom 5 (S): 0.92, atom 6 (S): 0.73, atom 7 (H): 0.08, atom 8 (H): 0.05

---

Entry from the Open Molecules 2025 dataset: a structure of composition C4H3O6Yb at a distorted geometry (ωB97M-V/def2-TZVPD).

Geometry as XYZ:
```
14
C4H3O6Yb (ωB97M-V/def2-TZVPD)
O -0.95 -0.43 0.21
C 0.15 -0.38 -0.37
O 2.47 -1.18 -0.28
C 3.10 -0.05 -0.09
C 1.16 -1.32 0.31
O 2.69 0.83 0.72
O 4.17 0.15 -0.74
H 1.23 -1.14 1.39
H 0.88 -2.37 0.13
Yb 4.59 2.23 0.19
O -5.05 0.53 0.42
C -4.18 0.76 -0.55
O -4.37 1.40 -1.55
H -5.90 0.98 0.23
```

Values from the calculation:
- calculated total energy (Eh) = -1764.01218
- charge = +1
- multiplicity = 3

Results of the Löwdin charge analysis, in e, for atoms 1 through 8: atom 1 (O): 0.06, atom 2 (C): 0.00, atom 3 (O): 0.05, atom 4 (C): -0.79, atom 5 (C): -0.11, atom 6 (O): -0.12, atom 7 (O): -0.13, atom 8 (H): 0.14

---

Entry from the Open Molecules 2025 dataset: the ion C5H11N2 with charge +1 at a distorted geometry (ωB97M-V/def2-TZVPD).

Geometry as XYZ:
```
18
C5H11N2 (ωB97M-V/def2-TZVPD)
C -1.41 0.05 0.07
C -0.48 -0.01 -1.06
C 0.68 0.02 -0.02
C 1.40 1.31 -0.02
C 1.44 -1.27 0.19
N -0.45 0.09 1.01
N -2.71 0.10 0.22
H -0.44 -0.92 -1.63
H -0.43 0.85 -1.79
H 2.02 1.46 0.82
H 0.66 2.17 0.07
H 2.00 1.47 -1.04
H 2.27 -1.39 -0.39
H 0.71 -2.05 -0.17
H 1.62 -1.73 1.25
H -0.35 -0.25 1.95
H -3.29 -0.13 -0.59
H -3.23 0.22 1.14
```

Values from the calculation:
- calculated total energy (Eh) = -306.35704
- charge = +1
- structure (SMILES) = CC1(C)CC(=[NH2+])N1

Results of the Löwdin charge analysis, in e, for atoms 1 through 8: atom 1 (C): -0.29, atom 2 (C): -0.01, atom 3 (C): -0.50, atom 4 (C): -0.04, atom 5 (C): -0.01, atom 6 (N): 0.19, atom 7 (N): 0.23, atom 8 (H): 0.13

---

Entry from the Open Molecules 2025 dataset: an isolated molecule of C4H6N2O at a distorted geometry (ωB97M-V/def2-TZVPD).

Geometry as XYZ:
```
13
C4H6N2O (ωB97M-V/def2-TZVPD)
C -1.25 0.89 -0.21
C -0.72 -1.33 0.27
C 0.52 -0.57 0.12
C 1.69 -1.22 -0.21
H 1.44 1.88 -0.81
H -1.93 1.86 -0.12
H -0.74 -1.49 1.41
H -0.84 -2.21 -0.33
H 1.85 -2.21 -0.53
H 2.65 -0.51 -0.32
N 0.12 0.71 0.21
N -1.82 -0.34 -0.27
O 1.00 1.68 0.16
```

Values from the calculation:
- calculated total energy (Eh) = -340.60153
- charge = 0
- structure (SMILES) = C=C1CN=CN1O

Results of the Löwdin charge analysis, in e, for atoms 1 through 8: atom 1 (C): -0.07, atom 2 (C): -0.13, atom 3 (C): -0.39, atom 4 (C): 0.06, atom 5 (H): 0.20, atom 6 (H): 0.17, atom 7 (H): 0.15, atom 8 (H): 0.10

---

Which value of charge does entry 2 give?
0

---

Look up the charge of the sixth one.
0

---

calculated total energy of number 4 (C4H3O6Yb)?
-1764.01218 Eh